1.
The following is a DFT calculation (the ωB97M-V functional and the def2-TZVPD basis) of 2 unconnected molecules or ions with the total composition C4H8ClNO3S.

Results
E_HOMO (Eh): -0.365
E_LUMO (eV): 0.6
Charge: 0
Energy (eV): -35266.05675

Structure (XYZ):
```
18
Properties=species:S:1:pos:R:3:forces:R:3:mulliken_charge:R:1
C -0.8082 0.2535 -1.5409 2.6 -1.7 -1.2 -0.624
C -1.4038 0.0926 -0.2149 0.8 -1.9 1.9 -0.313
C 0.1840 -1.0720 -1.5767 -2.6 1.3 1.2 -0.512
C -0.3849 -0.8222 0.5269 0.6 -0.9 1.3 0.363
N -0.4666 -1.1714 1.7295 -0.1 -1.1 1.3 -0.671
O 2.6173 1.1500 0.2175 0.5 0.3 -0.8 -0.533
O 1.6226 0.7820 2.2942 -0.5 0.4 0.5 -0.448
O 0.7237 -1.1719 -0.2161 -2.0 -0.4 -2.2 -0.468
S 1.2977 1.0797 0.7492 1.0 0.4 0.6 0.855
Cl 0.4819 2.9856 0.9657 -0.1 1.0 0.2 -0.296
H -1.5275 0.2092 -2.3476 0.1 0.2 -0.3 0.431
H -0.0817 1.0497 -1.6658 -0.5 0.6 0.0 0.216
H -1.4784 0.9261 0.4719 -0.7 0.4 -0.4 0.263
H -2.2898 -0.5408 -0.2970 -0.3 0.5 0.3 0.329
H -0.4863 -1.9184 -1.7562 0.5 -0.2 -0.1 0.331
H 0.9270 -0.9390 -2.2895 1.5 -0.1 -1.1 0.426
H 0.2508 -1.8661 2.1300 -1.1 1.6 -1.4 0.284
H 0.8220 0.9735 2.8199 0.2 -0.3 0.0 0.368
```
Positions in Å, forces in eV/Å.


2.
The following is a DFT calculation (the ωB97M-V functional and the def2-TZVPD basis) of a molecular structure, C4H8ClNS.

Results
E_HOMO (spin up / spin down) (Eh): -0.326 / -0.326
E_LUMO (spin up / spin down) (eV): -0.9 / -0.9
Charge: 0
Energy (eV): -29122.69927

Structure (XYZ):
```
15
Properties=species:S:1:pos:R:3:forces:R:3:mulliken_charge:R:1
C 0.1173 -0.8578 0.6527 1.0 -1.6 1.5 -0.469
C -1.3997 -0.7880 0.4969 -0.5 0.3 1.6 -0.559
C 0.7071 0.1532 -0.3163 2.0 0.7 0.3 0.086
C 0.5681 1.7137 0.1635 1.5 -1.5 1.0 -1.039
N -0.0361 0.0128 -1.5354 1.4 -0.5 -1.8 -0.309
S -1.5390 -0.3311 -1.2046 -2.2 -0.1 -1.3 0.095
Cl 0.9150 -1.7330 -2.4059 -0.4 0.8 0.4 -0.291
H 0.5714 -0.4998 1.6121 -0.9 -0.9 -0.2 0.303
H 0.3163 -2.0350 0.4782 0.4 3.0 0.1 0.260
H -1.8748 -1.7259 0.8071 0.1 0.1 -0.6 0.399
H -1.9794 -0.0061 1.0305 0.8 -0.2 0.1 0.301
H 1.8363 -0.0206 -0.5593 -2.2 0.3 0.6 0.336
H -0.4743 2.1290 0.1804 0.9 -0.7 0.3 0.273
H 1.1227 2.2226 -0.6606 -0.3 0.1 1.1 0.333
H 1.1490 1.7660 1.2606 -1.6 0.2 -3.1 0.280
```
Positions in Å, forces in eV/Å.


The evaluated largest force on an atom for the records listed, in turn: 3.359; 3.510 eV Å⁻¹.
The evaluated energy above the lowest of the compared OMol25 structures with the same formula, charge and spin for the records listed, in turn: 24.0; 222.9 kJ/mol.